80
Properties=species:S:1:pos:R:3 method="wB97M-V/def2-TZVPD" total_energy_ev=-75063.111 total_charge=+1 homo_ha=-0.3568
Sn -1.28160 -1.46803 0.08681
C 1.11611 -4.07769 2.99926
C -0.10964 -3.61427 3.41817
C -0.29906 -2.31710 3.88858
C 0.76134 -1.40677 3.88908
C 1.99869 -1.89174 3.47040
C 2.17021 -3.18538 3.01282
H 1.24944 -5.06057 2.65124
H -0.96698 -4.28937 3.49110
H -1.33124 -2.05002 4.13040
H 0.66703 -0.36362 4.26912
H 2.86119 -1.30137 3.56143
H 3.15765 -3.54895 2.72504
C -2.01581 -4.24442 -1.74706
Te -3.24626 -2.66340 -2.36025
C -4.65058 -3.62560 -1.06265
C -3.95054 -4.68138 -0.27180
C -4.47153 -5.35090 0.86597
C -3.71840 -6.33047 1.52939
C -2.38943 -6.58543 1.12434
C -1.87249 -5.93384 0.03588
C -2.68806 -5.05818 -0.68305
H -1.10073 -3.77459 -1.41059
H -1.68762 -4.91063 -2.54332
H -5.45010 -4.02296 -1.71312
H -5.27858 -2.95715 -0.38537
H -5.52996 -5.10063 1.02699
H -4.12546 -6.85733 2.33705
H -1.81763 -7.32574 1.62362
H -0.91155 -6.16362 -0.37679
N -2.83535 1.89832 -0.76914
C -3.63336 1.38864 0.14608
N -4.42787 2.17124 0.83567
S -3.61351 -0.26221 0.70221
H -2.71612 2.87764 -0.80336
H -2.04524 1.28749 -1.12223
H -4.61568 3.09151 0.44833
H -5.18208 1.71088 1.31619
O 0.69776 -1.07177 -1.49779
C -0.03713 -0.25300 -2.03181
O -1.28216 -0.09977 -1.63292
C 0.46225 0.66251 -3.09735
C 1.80474 0.86336 -3.29665
C 2.35001 1.72123 -4.24351
C 1.46656 2.39043 -5.02829
O 1.65977 3.22769 -6.01811
C 0.38609 3.96453 -6.22411
O -0.60781 3.07094 -5.74919
C 0.07342 2.32901 -4.75460
C -0.44606 1.46849 -3.82081
H 2.46961 0.39906 -2.59378
H 3.42437 1.97682 -4.14776
H 0.22167 4.19007 -7.30725
H 0.42345 4.86103 -5.65072
H -1.52826 1.35164 -3.72178
C -0.30320 0.48441 0.94326
C 0.43779 1.43373 1.07628
C 1.49979 2.31758 1.12820
C 2.70549 2.03828 0.32278
C 3.38990 3.07509 -0.26202
C 4.64738 2.81092 -0.76055
C 5.12544 1.52207 -0.90757
C 4.35166 0.46582 -0.49196
C 3.14615 0.72222 0.16947
C 1.43796 3.47944 1.95813
C 0.28555 3.84577 2.64916
C 0.22765 4.89800 3.59872
C 1.42098 5.61215 3.83625
C 2.61519 5.20432 3.19156
C 2.63839 4.21750 2.26617
H 2.94977 4.06698 -0.28178
H 5.16730 3.70079 -1.17592
H 6.10462 1.26856 -1.29791
H 4.59565 -0.56387 -0.66384
H 2.62042 -0.11933 0.59188
H -0.58732 3.23956 2.66907
H -0.68781 5.12679 4.13820
H 1.53377 6.47443 4.49778
H 3.54123 5.67659 3.53029
H 3.57887 3.94756 1.75433


86
Properties=species:S:1:pos:R:3 method="wB97M-V/def2-TZVPD" total_energy_ev=-93102.753 total_charge=-2 homo_ha=-0.1080
Tl -0.17000 -1.05201 -0.03720
C 0.87261 -3.97777 2.44705
O -0.20528 -3.54332 1.63778
C -0.82721 -4.45762 0.85957
C -0.39343 -5.77400 0.74411
C -1.06141 -6.67056 -0.08140
C -2.16691 -6.24635 -0.79855
C -2.61045 -4.93800 -0.66552
C -1.97453 -4.02383 0.17323
N -2.40451 -2.67483 0.33692
N -3.64872 -2.56319 0.18103
C -4.26055 -1.36840 0.04854
C -3.60810 -0.08986 0.01589
O -2.38027 0.10302 0.15835
C -4.45628 1.07336 -0.23503
C -5.78701 0.98878 -0.39792
C -6.47259 -0.27187 -0.30991
C -7.86634 -0.34656 -0.46680
C -8.53217 -1.54469 -0.36802
C -7.79519 -2.70358 -0.08784
C -6.42908 -2.65201 0.06325
C -5.71512 -1.43880 -0.06657
H 0.55835 -4.76056 3.14037
H 1.19229 -3.11148 3.01205
H 1.70365 -4.34216 1.83538
H 0.46550 -6.11123 1.30600
H -0.70704 -7.69146 -0.16084
H -2.68600 -6.92878 -1.46080
H -3.46570 -4.59109 -1.22652
H -3.92976 2.01743 -0.31146
H -6.37551 1.87997 -0.59538
H -8.41318 0.57016 -0.66443
H -9.60710 -1.59218 -0.49403
H -8.31211 -3.65077 0.01896
H -5.87284 -3.54678 0.29843
C 5.94967 1.42920 -2.20755
C 5.87840 0.13287 -3.01239
C 4.72956 0.16696 -4.02036
C 5.82430 -1.08725 -2.09117
N 4.82610 -1.02514 -1.03325
C 3.48981 -0.96900 -1.04865
N 3.05440 -1.05375 0.18449
N 4.15479 -1.15051 0.96358
N 5.21862 -1.15112 0.24877
H 6.03264 2.29383 -2.86692
H 6.80415 1.42722 -1.52530
H 5.03771 1.57480 -1.62528
H 6.81631 0.00930 -3.56496
H 3.80336 0.50286 -3.54677
H 4.56716 -0.81350 -4.47932
H 4.95031 0.88307 -4.81399
H 6.77020 -1.18499 -1.56316
H 5.65863 -1.99751 -2.67131
H 2.87758 -0.84998 -1.92771
S 3.32121 4.76039 -2.49505
P 1.97439 3.60009 -1.62205
S 1.56735 1.81154 -2.38130
C 2.36738 3.40531 0.16497
C 2.79147 4.51668 0.88981
C 2.94706 4.43199 2.26621
C 2.68794 3.23578 2.92735
C 2.29339 2.11933 2.20560
C 2.13337 2.20580 0.82674
C 0.36579 4.50161 -1.48639
C -0.66268 3.95844 -0.71537
C -1.88324 4.60828 -0.61786
C -2.09379 5.80356 -1.29701
C -1.07879 6.33983 -2.07497
C 0.14875 5.69063 -2.16820
H 3.00454 5.43964 0.36272
H 3.27233 5.30146 2.82636
H 2.79803 3.17061 4.00356
H 2.10516 1.17984 2.71056
H 1.83461 1.33568 0.25402
H -0.50601 3.01903 -0.19865
H -2.67332 4.18031 -0.01112
H -3.04603 6.31550 -1.21528
H -1.23807 7.26972 -2.61055
H 0.95654 6.10328 -2.76122
N 0.06552 -0.68237 2.46452
C 0.25540 -0.74404 3.60510
C 0.50032 -0.77667 4.98491
C 0.28846 0.37793 5.77444
N 0.11791 1.31430 6.43144
C 0.95599 -1.96480 5.59977
N 1.32732 -2.93503 6.10950